{
  "formula": "C35H86N8O7",
  "method": "ωB97M-V/def2-TZVPD",
  "gap_ev": 8.973,
  "e_lumo_ev": 0.20,
  "smiles": "CC1(C)CCCC(C)(C)N1O.CC1(C)CCCC(C)(C)N1O.COC[C@H](C)N.COC[C@H](C)N.COC[C@H](C)N.COC[C@H](C)N.NC(N)=O",
  "charge": 0,
  "fmax_ev_per_a": 6.46,
  "homo_energy_ev": -8.8,
  "elements": ["C", "C", "C", "C", "C", "C", "C", "C", "C", "N", "O", "H", "H", "H", "H", "H", "H", "H", "H", "H", "H", "H", "H", "H", "H", "H", "H", "H", "H", "H", "C", "C", "C", "C", "C", "C", "C", "C", "C", "N", "O", "H", "H", "H", "H", "H", "H", "H", "H", "H", "H", "H", "H", "H", "H", "H", "H", "H", "H", "H", "C", "O", "C", "C", "C", "N", "H", "H", "H", "H", "H", "H", "H", "H", "H", "H", "H", "C", "O", "C", "C", "C", "N", "H", "H", "H", "H", "H", "H", "H", "H", "H", "H", "H", "C", "O", "C", "C", "C", "N", "H", "H", "H", "H", "H", "H", "H", "H", "H", "H", "H", "C", "O", "C", "C", "C", "N", "H", "H", "H", "H", "H", "H", "H", "H", "H", "H", "H", "N", "C", "N", "O", "H", "H", "H", "H"],
  "positions_angstrom": [[-0.864077, 0.628976, 0.992598], [-1.134085, 1.163107, -0.553307], [-2.709011, 1.250687, -0.703587], [-0.556626, 2.631368, -0.634730], [-0.502375, 3.082705, -2.122327], [0.203366, 2.057913, -3.046266], [-0.399995, 0.534236, -2.958482], [-1.811795, 0.497682, -3.735335], [0.669810, -0.378451, -3.656941], [-0.455633, 0.263468, -1.533367], [-0.927824, -0.997771, -1.355932], [-1.309697, -0.349226, 1.173297], [0.173215, 0.490562, 1.297484], [-1.335128, 1.289478, 1.720574], [-2.949462, 1.891522, -1.551897], [-3.127417, 0.244577, -0.675784], [-3.202682, 1.684904, 0.165811], [-1.048639, 3.400360, -0.039186], [0.472642, 2.728579, -0.289386], [-1.428764, 3.300967, -2.653614], [0.072788, 3.995627, -2.276796], [1.284169, 2.184654, -2.983840], [0.021694, 2.321781, -4.088122], [-2.480554, -0.095413, -3.111562], [-1.656528, 0.069279, -4.725522], [-2.399244, 1.400042, -3.904859], [0.679242, -0.021702, -4.686859], [0.318087, -1.409261, -3.699655], [1.664434, -0.420219, -3.212980], [-0.187103, -1.608355, -1.367554], [2.990359, -4.314704, 0.248980], [2.653313, -3.449384, -0.979079], [2.264777, -1.983444, -0.521565], [3.991747, -3.218248, -1.764112], [4.496462, -4.454088, -2.537187], [3.404449, -5.025649, -3.463242], [2.036735, -5.301908, -2.677725], [1.028316, -5.555336, -3.909027], [2.309108, -6.718081, -1.882036], [1.616469, -4.176201, -1.832299], [0.403099, -4.503635, -1.202347], [3.749672, -3.857240, 0.883229], [2.034311, -4.403700, 0.764889], [3.440709, -5.279062, 0.013785], [1.609620, -2.136969, 0.335929], [3.097827, -1.424033, -0.095922], [1.677420, -1.336310, -1.172970], [3.823182, -2.377927, -2.437567], [4.747768, -2.825246, -1.084350], [5.348535, -4.051987, -3.085262], [4.934860, -5.143107, -1.815277], [3.754283, -5.981179, -3.853981], [3.271956, -4.354702, -4.311991], [0.771676, -4.595533, -4.357371], [0.024461, -5.843625, -3.597162], [1.414803, -6.309610, -4.594445], [3.342345, -6.550551, -1.577977], [2.352447, -7.652242, -2.442001], [1.613984, -6.907494, -1.064091], [-0.184351, -3.933496, -1.703793], [-6.147009, 0.387427, 2.864551], [-7.089693, 0.718727, 1.874656], [-6.507373, 1.284917, 0.670381], [-7.712160, 1.442394, -0.262648], [-7.377296, 1.692477, -1.698550], [-8.628065, 2.463069, 0.201375], [-6.492296, -0.477568, 3.430810], [-6.064829, 1.141299, 3.647500], [-5.146267, 0.093049, 2.548417], [-5.884411, 2.148107, 0.904771], [-5.800885, 0.518625, 0.351385], [-8.208409, 0.498355, -0.487656], [-6.596671, 1.004904, -2.024071], [-6.754950, 2.568247, -1.882435], [-8.194082, 1.933617, -2.378859], [-8.913422, 2.206258, 1.135564], [-9.467008, 2.445191, -0.360728], [1.708168, 1.749866, 3.790140], [0.687753, 2.046397, 4.748254], [-0.645937, 1.557766, 4.327357], [-1.515135, 2.112486, 5.528217], [-3.070219, 1.770368, 5.346926], [-1.396704, 3.565326, 5.639422], [2.689010, 2.162275, 4.026689], [1.438297, 2.140680, 2.809049], [1.796094, 0.697389, 3.520608], [-0.950831, 2.077895, 3.419285], [-0.776896, 0.476929, 4.274971], [-1.198614, 1.718678, 6.494048], [-3.582259, 2.535561, 4.763500], [-3.699319, 1.689615, 6.233393], [-3.105375, 0.753004, 4.957271], [-0.401145, 3.705181, 5.542476], [-1.794904, 4.157849, 4.924962], [2.924199, 6.680631, -1.966370], [4.202218, 6.282805, -1.475217], [4.485688, 4.876784, -1.455227], [4.731995, 4.250332, -2.943332], [5.387030, 2.857695, -2.937721], [5.677452, 5.099278, -3.758236], [2.242855, 5.903776, -2.313324], [3.040509, 7.498220, -2.677793], [2.568753, 6.914667, -0.962884], [5.457229, 4.751601, -0.977163], [3.636301, 4.316330, -1.064702], [3.783530, 4.248223, -3.480468], [4.850875, 1.945699, -2.675216], [6.286178, 2.841187, -2.321812], [5.623046, 2.584770, -3.966273], [5.380097, 6.044090, -3.560761], [6.489215, 5.036920, -3.160519], [-4.181328, -2.220512, 5.139305], [-2.818736, -1.941129, 4.723544], [-2.068756, -3.014930, 4.071317], [-0.622430, -2.476301, 3.677388], [-0.080611, -3.260239, 2.501439], [0.347833, -2.450084, 4.748862], [-4.951107, -2.032672, 4.390795], [-4.387827, -1.898166, 6.159865], [-4.287779, -3.298014, 5.264777], [-2.013394, -3.874445, 4.739357], [-2.608561, -3.438851, 3.224559], [-0.756526, -1.450215, 3.334950], [0.013895, -2.545505, 1.683928], [-0.823716, -3.877763, 1.996890], [0.939653, -3.635065, 2.583119], [0.183111, -1.628629, 5.312935], [1.231569, -2.358940, 4.268450], [3.093703, 1.448981, -0.955850], [4.047976, 1.244919, -0.096963], [4.842464, 0.390366, -0.609601], [4.180912, 1.879049, 0.925048], [2.438184, 2.217322, -0.962416], [2.945410, 0.795881, -1.711873], [4.750411, 0.240714, -1.604198], [5.528173, -0.102522, -0.055545]],
  "forces_ev_per_a": [[-0.421, -0.062, -1.656], [-0.338, 0.687, 2.607], [1.082, -0.216, 0.454], [0.306, -0.342, -1.856], [0.498, -0.521, -0.985], [-1.158, -1.080, -0.301], [0.962, 3.312, -0.405], [0.932, -0.633, 0.836], [-1.729, 0.091, 0.007], [1.045, 1.659, 0.550], [-1.687, -2.185, 0.413], [-0.274, -0.081, -0.375], [0.305, 0.382, -0.484], [-0.005, 0.222, -0.471], [-0.335, -0.524, -0.195], [-0.022, -0.069, -0.864], [0.502, 0.452, 0.227], [-0.703, -0.493, 0.102], [0.192, -0.674, 0.200], [-0.593, -0.072, 0.749], [0.031, 0.270, 0.499], [0.232, -0.768, 0.499], [-0.190, 0.285, -0.104], [0.065, -0.523, -0.387], [-0.153, -0.315, 0.119], [0.720, 0.600, 0.292], [0.477, -0.073, -0.051], [-0.084, -0.144, -0.016], [-0.110, 0.498, 0.092], [0.399, 0.128, 0.237], [-0.283, 0.546, 0.045], [1.248, 0.077, -0.243], [-1.259, -1.673, 1.058], [-1.236, -0.665, -0.641], [0.001, 1.342, 0.263], [-0.031, 0.243, 1.756], [0.479, -2.303, -1.976], [-0.394, 0.826, 1.994], [0.176, 1.765, -0.475], [1.900, 0.973, -1.431], [0.220, 0.398, 0.530], [-0.264, 0.471, 0.195], [0.283, -0.505, 0.441], [-0.522, -0.007, -0.245], [-0.253, 0.201, 0.205], [0.233, -0.246, -0.411], [0.437, -0.206, -0.562], [-0.125, -0.051, -0.508], [-0.060, -0.316, 0.341], [0.107, -0.421, -0.458], [-0.279, -0.386, -0.116], [-0.215, -0.057, -0.095], [-0.267, 0.120, 0.095], [0.736, 0.123, -0.559], [0.113, -0.648, 0.444], [0.084, 0.307, -0.005], [-0.193, -0.484, 0.778], [-0.327, 0.384, -0.760], [0.205, 0.399, 0.153], [-0.538, -0.142, 0.183], [-0.269, -0.412, 1.093], [0.592, 0.375, -0.217], [-0.881, -1.556, 0.837], [0.025, 0.167, -1.319], [2.584, 1.923, -0.961], [0.081, 0.054, 0.621], [-0.412, -0.224, -0.244], [0.205, 0.549, -0.235], [0.097, 0.302, -0.637], [-0.529, 0.613, -0.152], [0.010, -0.079, -0.747], [-0.101, -0.803, 1.567], [-0.841, -0.981, -0.518], [-0.015, 0.911, 0.659], [-0.284, -1.019, 0.117], [-0.124, 0.121, 0.278], [-0.084, 0.068, -0.139], [-0.662, 0.078, -0.991], [-0.236, -1.468, -1.184], [0.281, 1.845, 2.825], [-2.723, 0.458, -1.163], [1.337, -0.460, 0.239], [1.082, -0.043, 0.619], [-0.307, -0.021, 0.524], [-0.110, 0.652, -0.138], [0.101, -0.503, 0.762], [0.089, -0.153, -0.067], [0.549, -0.125, -0.224], [0.347, -0.295, -0.275], [0.230, -0.280, -0.588], [0.638, 0.309, 0.598], [-0.340, 0.101, -0.688], [0.308, 0.547, 0.325], [-0.542, -0.578, -0.390], [0.143, -0.255, 2.016], [1.464, -1.625, -1.107], [0.192, -0.154, -2.920], [0.190, 0.652, 0.466], [-0.222, -0.468, -0.389], [-0.913, -0.623, 1.390], [0.460, -0.331, -0.495], [-0.240, -0.037, 0.214], [-1.416, 1.246, -0.572], [-0.415, -0.021, 0.664], [0.248, -0.062, 0.724], [-0.144, -0.177, 0.007], [-0.704, 0.694, 0.605], [0.185, 0.151, -0.114], [0.546, 0.535, -0.154], [-0.174, 0.544, -0.269], [0.927, 0.098, -0.265], [1.222, -2.002, -0.219], [-0.324, -0.128, -0.205], [0.264, 0.823, 0.823], [-1.886, -0.315, 0.051], [-0.230, 0.977, -1.643], [-0.216, -0.482, 0.190], [0.175, 0.899, 0.004], [0.111, 0.929, -0.367], [0.191, -0.471, -0.024], [0.412, 0.027, 0.463], [-0.069, 0.608, -0.539], [-0.550, 0.117, -0.163], [0.299, 0.428, -0.120], [0.342, -0.954, 0.626], [-0.394, -0.670, 0.417], [0.241, 0.068, 0.225], [0.382, 0.210, 0.482], [-4.557, 1.150, -3.121], [-0.921, 3.177, 2.078], [4.446, -4.492, -1.347], [0.209, 0.219, 1.600], [0.324, -0.186, 0.584], [-0.200, 0.206, 0.273], [0.584, -0.542, 0.521], [0.005, 0.288, -0.309]]
}